# 1
Molecular formula: C6H10
Method: DFT, ωB97M-V/def2-TZVPD

Output
HOMO level   -9.90 eV
SMILES   C#CCC(C)C
E   -234.55130 Ha
Maximum force   0.00957 hartree/bohr
Molecular weight   82.146 u

```
! wB97M-V def2-TZVPD RIJCOSX def2/J DEFGRID3
* xyz 0 1
C -2.5226 -1.1924 0.4744
C -1.6808 -0.3465 0.6410
C -0.6411 0.6417 0.9535
C 0.6682 0.5047 0.1450
C 1.1521 -0.9423 0.0576
C 0.5345 1.1131 -1.2502
H -3.2663 -1.9497 0.3586
H -0.4196 0.5412 2.0234
H -1.0443 1.6535 0.8153
H 1.4182 1.0879 0.6972
H 2.1201 -0.9907 -0.4539
H 0.4383 -1.5515 -0.5087
H 1.2670 -1.3975 1.0479
H 0.2264 2.1639 -1.2007
H 1.4920 1.0687 -1.7820
H -0.2081 0.5672 -1.8445
*
```

=====

# 2
Molecular formula: C36H58F8O28S8
Method: DFT, ωB97M-V/def2-TZVPD

Output
HOMO level   -8.16 eV
SMILES   CCSC[C@@H](O[C@@H](S)CCOCC(F)(F)C(F)(F)C(F)(F)C(F)F)[C@@H](C[C@@H](C)OCc1ccccc1)OC.O=S1(=O)OCCO1.O=S1(=O)OCCO1.O=S1(=O)OCCO1.O=S1(=O)OCCO1.O=S1(=O)OCCO1.O=S1(=O)OCCO1
E   -7497.17329 Ha
Maximum force   0.09072 hartree/bohr
Molecular weight   1347.352 u

```
! wB97M-V def2-TZVPD RIJCOSX def2/J DEFGRID3
* xyz 0 1
C 0.6598 3.2550 -2.7269
C -0.5264 2.3471 -3.2999
S 0.0858 0.9272 -4.3789
C -1.5412 0.2725 -5.0911
C -1.9935 -0.9402 -4.1418
O -1.5969 -0.6177 -2.7863
C -0.7664 -1.6322 -2.1826
S 0.4211 -0.6965 -1.0497
C -1.7258 -2.6364 -1.3787
C -1.0201 -3.9622 -0.8197
O 0.1062 -3.7412 0.0614
C -0.2867 -3.1816 1.3198
C -0.4299 -4.2504 2.5147
F -1.8414 -4.3025 2.8352
F -0.1174 -5.5811 2.0594
C 0.4485 -3.9319 3.8150
F 1.7886 -3.5086 3.5087
F 0.6178 -5.1652 4.5423
C -0.2026 -2.8901 4.8440
F -1.3680 -3.3993 5.5055
F 0.7596 -2.7038 5.9037
C -0.4781 -1.4242 4.2549
F 0.6662 -0.8631 3.5812
F -1.6712 -1.3300 3.4765
C -3.5542 -1.2962 -4.1280
C -4.5500 -0.1395 -4.5907
C -4.7496 0.9946 -3.4377
C -5.6104 2.1905 -4.1144
O -5.5758 0.3736 -2.4191
C -5.1894 0.7761 -1.0880
C -5.4764 -0.4893 -0.1148
C -5.7527 -1.9125 -0.6621
C -5.9855 -3.1367 0.2855
C -5.9407 -2.9742 1.8356
C -5.7014 -1.5242 2.3823
C -5.4710 -0.2996 1.4457
O -3.8777 -2.5147 -4.8644
C -3.5625 -2.3944 -6.2748
H 1.4413 2.6610 -2.1448
H 1.1132 3.9533 -3.5243
H 0.1734 3.9703 -1.9554
H -1.2728 1.9787 -2.5137
H -1.1411 3.0178 -4.0186
H -1.2969 -0.0162 -6.1684
H -2.2307 1.1790 -5.1043
H -1.4508 -1.8832 -4.5434
H -0.0911 -2.2025 -2.9034
H -0.2220 -0.4045 0.1437
H -2.5293 -2.9965 -2.1323
H -2.2915 -2.0700 -0.5540
H -1.8312 -4.5263 -0.2108
H -0.7567 -4.6848 -1.6829
H -1.2492 -2.5705 1.3034
H 0.5524 -2.4422 1.6188
H -0.6433 -0.7382 5.1692
H -3.8249 -1.5328 -3.0273
H -5.6192 -0.5279 -4.8027
H -4.2365 0.4228 -5.5376
H -3.7505 1.4002 -3.0597
H -5.5089 3.1461 -3.4860
H -6.7000 1.8356 -4.0988
H -5.3300 2.3559 -5.2201
H -4.0496 0.9633 -0.9892
H -5.7294 1.7174 -0.7152
H -5.7972 -2.1133 -1.7842
H -6.1580 -4.1839 -0.1238
H -6.0826 -3.8503 2.5557
H -5.6638 -1.3804 3.5098
H -5.2942 0.7366 1.8902
H -4.5433 -2.5385 -6.8680
H -2.8289 -3.2503 -6.5245
H -3.1457 -1.3823 -6.5948
O -3.6628 -5.4527 -5.8078
S -4.7379 -5.7260 -6.7133
O -4.7994 -5.1809 -8.0357
O -6.1346 -5.4009 -5.9538
C -6.9473 -6.5742 -5.9231
C -5.9710 -7.7405 -5.9344
O -4.9216 -7.3361 -6.8133
H -7.5758 -6.5769 -6.8182
H -7.5810 -6.5753 -5.0355
H -6.4310 -8.6648 -6.2840
H -5.5379 -7.9026 -4.9429
O 7.0389 1.2278 4.6053
S 5.9709 0.9618 3.6860
O 5.9212 1.5221 2.3694
O 4.5681 1.2787 4.4365
C 3.7551 0.1037 4.4473
C 4.7320 -1.0611 4.4328
O 5.7898 -0.6453 3.5674
H 3.1350 0.1102 3.5469
H 3.1134 0.0928 5.3289
H 4.2759 -1.9820 4.0694
H 5.1561 -1.2333 5.4264
O 10.3632 2.8626 9.4684
S 9.0224 3.3710 9.4465
O 8.3535 3.8456 10.6195
O 8.0769 2.2720 8.7185
C 7.4465 2.8631 7.5805
C 8.4025 3.9467 7.1084
O 8.9325 4.5195 8.3046
H 6.4930 3.2913 7.9033
H 7.2642 2.1108 6.8119
H 7.9059 4.7063 6.5051
H 9.2344 3.5196 6.5412
O 12.6836 6.3097 4.1127
S 12.0712 5.5616 5.1695
O 10.7131 5.7603 5.5761
O 13.0233 5.6610 6.4786
C 13.4165 4.3492 6.8859
C 13.4145 3.5158 5.6135
O 12.2887 3.9813 4.8684
H 12.6773 3.9787 7.6021
H 14.3982 4.3759 7.3600
H 13.3276 2.4483 5.8156
H 14.3136 3.7010 5.0184
O -7.9914 2.0689 -5.7744
S -7.6518 1.0594 -6.7304
O -6.3036 0.7715 -7.1156
O -8.5300 1.3204 -8.0699
C -9.3247 0.1684 -8.3533
C -9.5826 -0.4839 -7.0038
O -8.3636 -0.3271 -6.2779
H -8.7475 -0.4914 -9.0072
H -10.2489 0.4573 -8.8551
H -9.8437 -1.5383 -7.0943
H -10.3717 0.0401 -6.4564
O 3.8023 7.7736 2.0307
S 3.5961 6.4642 2.5739
O 2.3205 6.0076 3.0368
O 4.6899 6.2257 3.7490
C 5.4821 5.0790 3.4384
C 5.4944 4.9957 1.9202
O 4.1777 5.3767 1.5189
H 4.9984 4.2017 3.8780
H 6.4852 5.1858 3.8534
H 5.7326 3.9948 1.5605
H 6.1998 5.7136 1.4912
*
```

=====

# 3
Molecular formula: C4H23N2O7S
Method: DFT, ωB97M-V/def2-TZVPD

Output
HOMO level   -1.94 eV
E   -1200.49288 Ha
Maximum force   0.05784 hartree/bohr
Molecular weight   243.302 u

```
! wB97M-V def2-TZVPD RIJCOSX def2/J DEFGRID3
* xyz -1 1
C -0.0880 -1.5308 0.2030
N 1.3991 -1.4260 0.0206
C -0.5893 -0.4326 1.0563
C -2.0111 -0.0211 0.5417
S -2.6013 1.5035 1.1377
N -0.5629 -0.8352 2.5012
C 0.6814 -0.6985 3.2147
O 1.6284 -1.8072 3.3207
H -0.6047 -2.3375 -0.2376
H 1.0447 -2.5714 3.4131
H 1.7498 -2.1187 0.7041
H 1.7562 -1.8293 -0.8345
H 0.0609 0.4491 1.0766
H -1.9043 0.0429 -0.5312
H -2.6569 -0.8755 0.8380
H -3.7477 1.1737 1.7770
H -0.9661 -1.7357 2.7764
H 1.2505 0.0663 2.6772
H 0.4005 -0.4904 4.2549
H 2.6435 0.5985 -0.6870
H 1.8506 0.4710 0.5469
O 2.3831 1.1444 0.0639
H -0.0226 3.1090 -0.7622
H 1.3195 2.7303 -0.1924
O 0.8683 3.4878 -0.6469
H 2.1372 1.7780 -2.8693
H 2.2416 3.1710 -2.0373
O 2.5428 2.6386 -2.7918
H -1.7951 -0.5916 -3.2593
H -0.3857 -0.2043 -3.2030
O -1.2084 0.0740 -3.6421
H -0.7464 2.1456 -3.6923
H 0.3699 3.0092 -3.0324
O 0.1662 2.4468 -3.7842
H -1.8159 -3.6262 0.0041
H -2.2401 -3.2657 1.4514
O -2.5479 -3.6419 0.6240
*
```

=====

# 4
Molecular formula: C30H34BrF2N2O11PS
Method: DFT, ωB97M-V/def2-TZVPD

Output
HOMO level   -7.86 eV
SMILES   CP(C)c1ccc(O)c2c1N(Br)c1cc(O)c(N(C(=O)F)C(=O)F)c(CCO)c1S2.O=C1CCCO1.O=C1CCCO1.O=C1CCCO1
E   -5613.89207 Ha
Maximum force   0.06631 hartree/bohr
Molecular weight   779.546 u

```
! wB97M-V def2-TZVPD RIJCOSX def2/J DEFGRID3
* xyz 0 1
C 0.8176 5.4746 -4.5868
P -0.5329 6.6397 -4.0307
C -2.2000 6.0875 -4.6792
C -0.5383 6.9336 -2.1914
C -1.0163 8.2420 -1.6670
C -1.0526 8.5746 -0.2362
C -0.5709 7.6015 0.7754
O -0.5991 7.8891 2.1478
C -0.0681 6.3161 0.2985
C -0.0653 5.9659 -1.1528
N 0.4046 4.6709 -1.6166
Br 2.3070 4.6069 -1.6214
C -0.1577 3.5616 -0.8732
C -0.7578 2.4544 -1.6220
C -1.3211 1.3479 -0.8363
O -1.9393 0.2971 -1.5587
C -1.2731 1.2794 0.6343
N -1.8190 0.1732 1.4234
C -1.2399 -1.0852 1.0388
O -0.2437 -1.1830 0.4092
F -1.8501 -2.2694 1.4384
C -3.2676 0.1342 1.3891
O -3.8746 -0.4496 0.5517
F -3.9887 0.7938 2.3507
C -0.6625 2.3926 1.3971
C -0.5647 2.3909 2.9693
C 0.9220 1.8933 3.2886
O 1.7993 3.0114 3.5262
C -0.1372 3.5207 0.6201
S 0.6033 5.0081 1.4001
H 0.7533 4.4364 -4.1411
H 0.7006 5.3261 -5.6989
H 1.8250 5.9141 -4.3727
H -3.0792 6.5356 -4.1451
H -2.3167 4.9615 -4.7540
H -2.2704 6.4545 -5.7477
H -1.3610 9.0201 -2.3992
H -1.4190 9.5679 0.1185
H -1.4864 7.5849 2.4309
H -0.8015 2.4261 -2.7388
H -2.8316 0.6601 -1.7422
H -1.2601 1.6238 3.3969
H -0.7108 3.4142 3.4038
H 1.3073 1.3035 2.3989
H 0.9687 1.2188 4.1861
H 2.7085 2.6642 3.5916
O 3.4504 -2.4223 3.3971
C 2.5431 -3.1682 3.1566
C 1.3619 -2.8621 2.2678
C 0.3859 -3.9634 2.6449
C 1.3110 -5.0885 3.0587
O 2.4618 -4.4427 3.6240
H 1.6731 -2.9340 1.2240
H 0.9586 -1.8759 2.4807
H -0.2958 -4.2404 1.8416
H -0.2151 -3.6439 3.5009
H 1.6345 -5.6951 2.2079
H 0.8556 -5.7409 3.8035
O -1.3327 -6.4714 -1.7192
C -2.3751 -5.9289 -1.4859
C -2.5963 -4.4394 -1.3778
C -3.9472 -4.3665 -0.6979
C -4.6191 -5.6411 -1.1623
O -3.5534 -6.5906 -1.3189
H -2.6210 -4.0093 -2.3811
H -1.8185 -3.9706 -0.7777
H -4.5137 -3.4679 -0.9440
H -3.8126 -4.3934 0.3870
H -5.1221 -5.5188 -2.1255
H -5.3389 -6.0151 -0.4344
O 5.1681 -7.0469 -2.3799
C 5.0865 -6.5037 -1.3158
C 3.9984 -5.5478 -0.8880
C 4.6106 -4.8984 0.3408
C 5.5177 -5.9900 0.8681
O 5.9624 -6.7045 -0.2940
H 3.0998 -6.1184 -0.6437
H 3.7890 -4.8186 -1.6682
H 3.8760 -4.5599 1.0719
H 5.2080 -4.0340 0.0391
H 4.9907 -6.6871 1.5256
H 6.3782 -5.5860 1.4008
*
```